[1]
22
Properties=species:S:1:pos:R:3:forces:R:3 method="wB97M-V/def2-TZVPD" gap_ev=4.817 charge=+3 e_lumo_ev=-15.12 homo_energy_ha=-0.733
N 3.488 -0.868 -0.420 0.896 1.211 2.422
P 2.253 -0.763 0.604 0.096 -0.023 -1.861
O 2.029 -2.139 1.195 -0.101 -0.538 0.941
Si 0.291 0.094 -0.470 -2.442 1.598 -1.266
I 0.422 -0.384 -2.842 0.440 -0.225 0.836
C -1.197 -0.736 0.387 0.649 -0.830 -0.788
C -2.538 -0.639 -0.339 1.271 0.317 1.648
F -2.565 -1.529 -1.486 0.937 0.299 0.457
C 0.383 1.953 -0.290 0.675 -0.602 0.110
C -0.030 2.356 1.081 -0.069 -0.139 0.763
O -0.095 1.598 2.005 0.212 -0.274 -0.291
F -0.276 3.619 1.207 -0.155 0.489 -0.037
H 4.323 -1.280 0.042 0.067 -0.691 -0.820
H 3.777 0.086 -0.687 0.053 -0.155 -0.741
H 1.257 -2.176 1.794 0.054 -0.632 0.407
H -0.982 -1.803 0.424 -0.014 -0.335 0.188
H -1.333 -0.402 1.409 0.037 0.329 0.206
H -2.810 0.374 -0.611 0.064 0.190 -0.546
H -3.281 -0.998 0.365 -0.269 -0.262 0.081
H 1.423 2.256 -0.405 0.247 0.300 -0.146
H -0.140 2.450 -1.096 -0.284 0.176 -0.232
Al -4.400 -1.070 -1.864 -2.365 -0.202 -1.329

=====

[2]
20
Properties=species:S:1:pos:R:3:forces:R:3 method="wB97M-V/def2-TZVPD" gap_ev="12.995 / 5.120" charge=+2 spin_multiplicity=2 e_lumo_ev="-7.32 / -15.11" de_lowest_ev=1.066 homo_energy_ha="-0.747 / -0.744"
C -1.148 -1.726 0.154 0.175 -0.781 0.701
C -0.362 -0.440 0.610 -0.475 0.214 -1.131
C -1.103 0.844 0.633 0.505 -0.654 1.090
C -0.389 2.118 1.115 -0.333 0.087 -0.722
N 0.970 -0.359 -0.043 -0.276 0.591 0.732
H -1.713 -2.304 0.903 0.161 0.476 0.192
H -1.916 -1.384 -0.536 -0.036 0.062 -0.427
H -0.413 -2.452 -0.198 -0.057 0.137 -0.345
H -0.272 -0.757 1.696 -0.019 -0.175 0.097
H -2.029 0.666 1.176 -0.359 0.065 0.085
H -1.517 1.013 -0.404 0.180 0.287 -0.273
H 0.689 2.113 0.999 0.174 0.050 -0.071
H -0.628 2.203 2.180 -0.111 0.083 0.126
H -0.781 2.998 0.598 0.060 -0.005 0.255
H 1.001 -0.455 -1.100 0.283 -0.320 -0.221
H 1.651 -1.030 0.327 0.007 -0.093 -0.088
H 1.333 0.584 0.125 0.348 -0.089 0.050
H 1.817 -1.007 -3.240 0.028 -0.225 0.041
H 2.680 0.069 -2.615 0.157 -0.064 0.052
O 2.131 -0.694 -2.379 -0.412 0.355 -0.144

=====

[3]
44
Properties=species:S:1:pos:R:3:forces:R:3 method="wB97M-V/def2-TZVPD" gap_ev=5.170 charge=-2 e_lumo_ev=4.02 homo_energy_ha=-0.042
Zn -0.522 -0.947 1.821 0.017 0.290 0.067
S -4.257 -1.705 4.513 -0.050 0.358 0.228
As -2.904 -2.252 3.007 -0.261 -0.198 0.146
S -2.757 -0.744 1.339 0.156 -0.079 -0.004
S -0.760 -2.209 3.695 0.011 -0.002 -0.116
S -3.380 -4.163 2.223 0.088 -0.306 -0.266
O 2.990 -0.868 1.676 0.201 -0.245 -0.092
C 3.412 -0.330 0.445 -0.081 0.126 0.021
C 2.343 -0.336 -0.653 0.112 -0.240 0.080
C 2.206 -1.646 -1.427 -0.103 0.136 0.159
C 1.204 -2.694 -0.975 0.014 -0.110 -0.070
C 1.182 -3.866 -1.734 -0.032 -0.082 -0.013
C 0.278 -4.872 -1.446 -0.004 0.055 0.069
C -0.582 -4.689 -0.378 0.087 -0.020 -0.091
C -0.492 -3.507 0.333 -0.180 -0.108 0.099
N 0.363 -2.517 0.050 0.175 0.235 -0.037
H 2.255 -0.314 1.990 -0.105 0.094 0.023
H 4.273 -0.928 0.129 0.033 0.049 -0.024
H 3.758 0.705 0.583 0.003 -0.024 0.007
H 2.588 0.456 -1.365 0.000 0.023 -0.005
H 1.400 -0.073 -0.186 -0.110 0.119 -0.090
H 3.184 -2.139 -1.473 0.004 -0.008 -0.056
H 1.938 -1.409 -2.461 0.023 -0.040 -0.013
H 1.874 -3.974 -2.562 0.022 0.055 0.012
H 0.245 -5.775 -2.044 0.024 -0.001 0.001
H -1.323 -5.417 -0.079 -0.020 0.033 0.031
H -1.166 -3.381 1.170 0.012 0.031 -0.021
O 1.289 2.696 2.409 0.069 -0.146 -0.084
C 0.643 1.926 1.707 -0.302 0.320 -0.020
O 0.697 0.644 1.765 0.049 -0.297 0.068
C -0.266 2.527 0.639 0.079 -0.095 0.039
C -0.932 1.746 -0.295 0.059 -0.060 0.025
C -1.696 2.311 -1.318 -0.113 0.095 -0.131
C -1.765 3.680 -1.354 0.096 0.115 0.134
O -2.419 4.488 -2.266 -0.007 -0.166 0.031
C -2.196 5.819 -1.833 -0.137 0.266 -0.134
O -1.382 5.802 -0.676 0.095 -0.043 0.111
C -1.133 4.464 -0.406 -0.043 -0.131 -0.156
C -0.374 3.922 0.595 -0.024 0.180 0.009
H -0.880 0.669 -0.226 0.027 0.026 -0.035
H -2.223 1.701 -2.038 0.023 -0.028 0.021
H -3.158 6.294 -1.604 0.033 -0.073 0.060
H -1.693 6.385 -2.628 0.031 -0.085 0.028
H 0.136 4.521 1.337 0.029 -0.022 -0.012

=====

[4]
57
Properties=species:S:1:pos:R:3:forces:R:3 method="wB97M-V/def2-TZVPD" gap_ev=8.438 e_lumo_ev=0.46 smiles=COC[C@@H]1CCCN(Cc2cn(-c3ccccc3F)nc2-c2cc(C)sc2C)C1 de_lowest_ev=19.185 homo_energy_ha=-0.293
C 4.946 -1.417 -0.248 -3.837 1.127 -0.259
O 4.661 -0.897 -1.598 1.349 -0.917 0.888
C 3.360 -0.357 -1.929 1.157 -2.305 14.032
C 2.341 -1.378 -1.822 0.433 2.106 -2.175
C 2.741 -2.402 -2.710 -2.042 -7.350 -4.619
C 1.514 -3.586 -2.734 0.132 0.623 -0.440
C 0.249 -2.898 -3.021 -2.375 4.976 -6.415
N -0.025 -1.567 -2.402 -0.584 -2.798 2.208
C -0.509 -2.031 -1.161 -0.250 2.872 6.946
C -1.119 -0.662 -0.243 -3.871 -7.840 -7.679
C -2.457 -0.289 -0.723 13.199 6.648 10.965
N -2.448 0.985 0.048 0.165 -4.077 -0.649
C -3.483 1.887 0.066 -2.670 2.072 0.117
C -4.305 2.139 -1.115 0.387 -4.696 -0.578
C -5.507 2.806 -1.179 7.482 1.309 12.826
C -5.633 3.626 0.172 2.124 -3.392 -2.855
C -4.850 3.496 1.355 -3.356 0.346 -1.790
C -3.922 2.518 1.227 4.441 -2.123 2.421
F -3.167 2.081 2.417 -2.224 1.437 -2.130
N -1.412 0.922 0.954 -7.863 12.164 2.780
C -0.629 0.063 0.801 4.545 -7.800 -3.063
C 0.672 -0.168 1.384 -0.420 0.120 -0.369
C 1.158 -1.553 1.803 3.563 8.749 0.377
C 2.439 -1.188 2.361 -4.443 -10.483 0.185
C 3.140 -2.486 3.105 7.793 15.189 4.293
S 2.923 0.268 2.331 1.338 7.275 -1.106
C 1.418 0.992 1.394 1.965 -6.512 3.064
C 1.309 2.339 0.958 0.763 1.795 5.736
C 1.132 -0.711 -2.336 -3.173 1.219 0.599
H 5.943 -1.686 -0.115 1.763 -0.836 -0.811
H 4.246 -2.404 0.018 1.591 2.872 -0.326
H 4.911 -0.478 0.420 -0.881 -1.770 -0.335
H 3.163 0.517 -1.197 0.039 -1.029 -0.771
H 3.522 0.019 -2.720 1.535 4.697 -11.125
H 2.238 -1.786 -0.885 -0.382 -0.448 2.482
H 2.900 -2.329 -3.849 -0.524 1.364 1.529
H 3.535 -3.095 -2.549 1.217 0.305 1.291
H 1.244 -3.931 -1.686 1.537 -0.860 -1.135
H 1.608 -4.284 -3.683 0.364 0.619 2.677
H -0.791 -3.322 -3.132 1.533 -0.642 0.589
H 0.256 -2.318 -4.085 0.739 -2.354 0.887
H 0.231 -2.473 -0.236 -1.261 0.663 -3.082
H -1.297 -2.782 -1.287 0.050 0.495 0.153
H -3.075 -0.605 -1.304 -6.976 -3.399 -6.854
H -4.213 1.223 -1.823 0.501 2.101 0.272
H -5.986 2.989 -1.951 -4.909 1.425 -6.885
H -6.472 4.147 0.041 -3.063 2.739 0.728
H -5.226 3.929 2.315 0.837 -0.370 -1.042
H 0.525 -2.343 1.730 -1.097 -2.505 0.296
H 2.730 -3.139 2.670 -5.566 -10.125 -4.781
H 3.165 -2.063 4.129 -0.832 -1.841 -0.043
H 4.227 -2.259 2.831 -1.113 -1.375 0.040
H 2.185 2.522 0.458 1.648 1.216 -1.964
H 1.449 2.977 2.051 -0.672 -1.158 -3.130
H 0.369 2.522 0.565 -1.466 0.730 -1.097
H 0.808 0.106 -1.535 0.788 -0.957 -2.211
H 1.166 -0.441 -3.435 0.874 0.707 1.340